Below is a cluster of 13 separate species, C53H98F2O17S3 in total at a distorted geometry, with properties calculated with ωB97M-V/def2-TZVPD.

Each line ends with the Löwdin charge.
Cartesian coordinates (Å):
1 C -37.036 3.647 10.087  -0.1460
2 C -36.620 3.458 11.546  -0.1557
3 C -36.236 1.984 11.609  -0.1950
4 O -35.667 1.724 10.333  -0.1652
5 C -36.276 2.537 9.341  -0.1935
6 H -36.759 4.650 9.758  0.1064
7 H -38.114 3.572 9.946  0.1070
8 H -37.416 3.763 12.223  0.1025
9 H -35.753 4.074 11.792  0.0906
10 H -37.103 1.331 11.772  0.1241
11 H -35.458 1.774 12.345  0.1030
12 H -36.937 1.933 8.714  0.1178
13 H -35.482 2.952 8.716  0.1025
14 C -35.852 3.632 15.698  -0.1418
15 C -37.076 4.478 15.345  -0.1489
16 C -36.385 5.790 14.962  -0.1791
17 O -35.302 5.339 14.146  -0.1668
18 C -34.776 4.135 14.693  -0.1839
19 H -36.046 2.568 15.574  0.0828
20 H -35.502 3.861 16.705  0.0852
21 H -37.740 4.611 16.199  0.1124
22 H -37.593 4.098 14.469  0.0954
23 H -35.990 6.332 15.827  0.1071
24 H -37.002 6.444 14.349  0.1232
25 H -33.807 4.250 15.185  0.1119
26 H -34.676 3.391 13.896  0.0956
27 C -28.177 1.268 8.967  -0.1390
28 C -29.153 2.441 9.151  -0.1603
29 C -28.633 3.469 8.166  -0.1927
30 O -28.188 2.688 7.055  -0.1413
31 C -27.599 1.496 7.561  -0.1925
32 H -28.675 0.317 9.164  0.0891
33 H -27.349 1.291 9.681  0.0995
34 H -29.166 2.788 10.186  0.0801
35 H -30.175 2.145 8.920  0.0908
36 H -27.820 4.083 8.572  0.1232
37 H -29.417 4.127 7.793  0.1202
38 H -26.505 1.583 7.608  0.1124
39 H -27.788 0.703 6.833  0.1132
40 C -28.264 3.003 15.324  -0.1448
41 C -28.026 1.976 14.224  -0.1771
42 C -28.176 2.796 12.937  -0.1866
43 O -28.994 3.917 13.255  -0.1532
44 C -29.242 3.989 14.645  -0.2038
45 H -27.327 3.490 15.601  0.1101
46 H -28.718 2.627 16.240  0.1038
47 H -28.682 1.109 14.296  0.0880
48 H -27.011 1.570 14.251  0.0986
49 H -28.628 2.151 12.180  0.0929
50 H -27.206 3.173 12.604  0.1247
51 H -30.256 3.688 14.929  0.0932
52 H -29.057 4.999 15.015  0.1202
53 C -31.681 -0.023 6.617  -0.1383
54 C -32.168 1.441 6.629  -0.1452
55 C -32.906 1.527 7.952  -0.1955
56 O -32.081 0.770 8.831  -0.1884
57 C -31.615 -0.383 8.115  -0.1804
58 H -30.698 -0.095 6.155  0.1027
59 H -32.373 -0.675 6.085  0.1046
60 H -32.746 1.687 5.738  0.1113
61 H -31.293 2.093 6.630  0.1056
62 H -33.926 1.127 7.919  0.1193
63 H -32.923 2.539 8.362  0.1129
64 H -32.240 -1.243 8.377  0.1084
65 H -30.609 -0.589 8.477  0.1007
66 C -27.171 -1.458 15.939  -0.1534
67 C -25.892 -2.186 15.544  -0.1486
68 C -26.384 -3.577 15.069  -0.1997
69 O -27.793 -3.532 15.012  -0.1518
70 C -28.256 -2.186 15.155  -0.1945
71 H -27.122 -0.389 15.738  0.0940
72 H -27.425 -1.559 16.998  0.1129
73 H -25.169 -2.224 16.358  0.1048
74 H -25.387 -1.700 14.708  0.1014
75 H -25.967 -4.382 15.674  0.1129
76 H -26.027 -3.724 14.041  0.1114
77 H -29.222 -2.242 15.657  0.1176
78 H -28.424 -1.731 14.172  0.0908
79 C -32.966 5.528 11.831  -0.1570
80 C -31.497 5.286 12.136  -0.1602
81 C -30.934 5.310 10.717  -0.2034
82 O -31.904 4.640 9.920  -0.1517
83 C -33.190 4.681 10.591  -0.1782
84 H -33.068 6.597 11.609  0.1223
85 H -33.653 5.331 12.648  0.0783
86 H -31.369 4.266 12.513  0.0926
87 H -30.999 5.953 12.835  0.1191
88 H -29.971 4.802 10.666  0.0993
89 H -30.808 6.346 10.373  0.1221
90 H -33.428 3.647 10.856  0.1052
91 H -33.900 5.126 9.895  0.1190
92 C -30.292 -4.988 13.266  -0.1448
93 C -30.731 -5.398 11.846  -0.1309
94 C -32.221 -5.020 11.810  -0.1934
95 O -32.604 -4.604 13.124  -0.1666
96 C -31.430 -4.136 13.783  -0.1933
97 H -29.335 -4.468 13.268  0.0950
98 H -30.153 -5.885 13.870  0.1144
99 H -30.567 -6.457 11.673  0.1054
100 H -30.254 -4.775 11.090  0.0940
101 H -32.856 -5.816 11.423  0.1195
102 H -32.375 -4.134 11.181  0.1014
103 H -31.577 -4.275 14.854  0.1273
104 H -31.237 -3.085 13.549  0.0939
105 O -30.439 -0.455 13.322  -0.2892
106 S -31.526 -0.503 12.386  0.5530
107 O -31.515 -1.414 11.295  -0.2575
108 O -32.886 -0.748 13.176  -0.2529
109 C -32.891 -0.676 14.615  -0.2301
110 C -33.459 0.646 15.044  -0.0521
111 C -31.811 1.131 11.785  -0.0912
112 H -31.901 -0.821 15.046  0.1123
113 H -33.487 -1.515 14.976  0.1148
114 H -32.839 1.449 14.630  0.0742
115 H -33.440 0.848 16.115  0.0593
116 H -34.480 0.868 14.726  0.0626
117 H -31.679 1.795 12.639  0.0655
118 H -32.781 1.131 11.296  0.0674
119 H -31.024 1.386 11.078  0.0614
120 O -31.680 2.849 16.836  -0.2633
121 S -32.176 3.191 18.117  0.5602
122 O -31.333 3.566 19.207  -0.2647
123 O -33.225 4.365 17.890  -0.2793
124 C -33.777 4.972 19.087  -0.2524
125 C -34.640 6.117 18.629  -0.0550
126 C -33.283 1.909 18.664  -0.1155
127 H -32.950 5.357 19.681  0.1181
128 H -34.334 4.213 19.639  0.1182
129 H -35.404 5.789 17.929  0.0557
130 H -33.988 6.884 18.210  0.0923
131 H -35.119 6.595 19.484  0.0877
132 H -34.226 2.009 18.137  0.0597
133 H -33.391 1.976 19.742  0.0717
134 H -32.756 0.989 18.409  0.0738
135 O -37.549 -2.871 14.610  -0.2675
136 S -36.831 -3.509 13.558  0.5390
137 O -37.548 -4.155 12.511  -0.2687
138 O -35.868 -2.423 12.954  -0.2556
139 C -35.046 -2.789 11.811  -0.2434
140 C -35.119 -1.669 10.788  -0.0429
141 C -35.699 -4.670 14.233  -0.1116
142 H -35.426 -3.703 11.357  0.1191
143 H -34.016 -2.861 12.145  0.0857
144 H -34.373 -1.867 10.015  0.0817
145 H -34.740 -0.766 11.275  0.0587
146 H -36.115 -1.469 10.404  0.0869
147 H -35.134 -5.042 13.380  0.0563
148 H -36.287 -5.472 14.670  0.0785
149 H -35.041 -4.198 14.954  0.0748
150 F -27.055 -0.122 12.320  0.0532
151 C -26.754 -1.054 11.385  -0.2855
152 C -27.781 -1.878 10.960  -0.0201
153 C -27.522 -2.905 10.074  -0.0688
154 C -26.274 -2.984 9.466  -0.0875
155 C -25.277 -2.091 9.844  -0.0858
156 C -25.507 -1.103 10.794  -0.0180
157 H -28.743 -1.742 11.438  0.1004
158 H -28.311 -3.602 9.823  0.0997
159 H -26.033 -3.714 8.706  0.1008
160 H -24.318 -2.126 9.344  0.1038
161 H -24.726 -0.397 11.042  0.1175
162 F -35.473 -1.245 16.531  0.0553
163 C -36.489 -0.360 16.612  -0.2899
164 C -37.108 0.033 15.436  -0.0404
165 C -38.207 0.866 15.511  -0.0762
166 C -38.648 1.328 16.751  -0.0960
167 C -37.952 0.998 17.900  -0.0838
168 C -36.896 0.087 17.848  -0.0183
169 H -36.698 -0.363 14.516  0.1056
170 H -38.654 1.202 14.584  0.1099
171 H -39.457 2.046 16.763  0.1030
172 H -38.299 1.351 18.863  0.1030
173 H -36.439 -0.320 18.741  0.1172

Atomic forces in eV per Å
0.04 0.32 -0.09
-0.08 0.05 0.18
-0.06 0.27 -0.27
0.37 -0.32 -0.01
-0.08 0.34 0.05
0.05 -0.10 -0.18
0.00 -0.19 0.11
-0.02 -0.19 0.13
0.00 -0.01 -0.07
0.01 0.01 0.11
-0.12 -0.12 0.12
-0.01 0.01 0.02
0.00 -0.10 -0.03
0.29 0.10 -0.50
0.62 0.76 0.63
0.04 -0.64 -0.47
0.34 0.37 -0.01
-0.86 -0.79 0.36
0.10 -0.06 0.27
-0.20 -0.21 0.12
-0.22 -0.17 -0.15
-0.21 -0.15 0.06
-0.16 0.03 0.06
0.05 0.11 0.04
0.02 0.32 -0.10
0.16 0.24 -0.18
0.11 -0.01 0.35
0.17 -0.08 0.52
-0.32 -0.12 -0.31
0.08 0.12 0.07
0.09 -0.33 -0.22
0.04 -0.10 -0.44
-0.13 0.23 0.11
0.08 0.13 -0.08
0.04 0.00 -0.21
0.07 -0.11 0.04
0.04 0.08 0.04
-0.05 0.22 0.06
-0.24 -0.03 0.12
-0.25 0.38 -0.10
0.77 -0.15 0.22
-0.13 -0.51 0.68
-0.30 0.04 -0.42
0.65 -0.44 1.00
-0.04 0.11 -0.09
0.08 -0.24 -0.06
-0.33 0.22 -0.23
-0.05 0.00 0.15
-0.05 0.36 -0.25
0.01 -0.11 -0.20
-0.15 0.13 -0.42
-0.17 0.12 -0.24
0.13 0.17 0.23
0.15 -0.36 -0.41
0.44 0.39 0.17
-0.18 -0.32 -0.03
-0.14 0.16 0.17
-0.05 -0.11 -0.10
0.00 -0.01 -0.01
-0.18 0.01 0.13
-0.08 0.12 0.18
0.03 -0.10 -0.08
-0.15 0.02 -0.04
-0.03 0.00 -0.11
0.03 -0.02 -0.08
-0.51 0.15 0.31
0.07 -0.22 -0.07
0.85 0.82 -0.82
-0.32 -0.26 0.60
0.14 -0.06 -0.44
-0.10 -0.03 -0.15
0.40 -0.11 0.06
-0.06 -0.16 0.04
-0.14 0.20 0.04
-0.59 -0.17 0.20
0.13 -0.18 0.11
0.02 0.12 0.08
0.09 -0.07 -0.01
-0.03 0.80 0.36
-0.05 -0.83 -0.39
0.17 0.25 0.53
-0.11 -0.09 -0.06
0.95 0.15 -0.05
-0.21 -0.09 -0.19
0.01 -0.18 -0.04
0.07 0.08 0.11
-0.15 0.21 -0.07
-0.07 -0.07 -0.21
0.01 -0.04 -0.05
-0.39 0.05 -0.13
-0.25 -0.25 0.05
0.51 -0.47 -0.30
-0.43 0.65 0.24
-0.01 0.74 -0.20
-0.05 -0.58 0.15
0.05 -0.17 0.03
-0.06 0.08 0.07
-0.12 0.05 0.11
0.09 0.01 -0.21
0.36 -0.34 -0.05
-0.21 -0.05 0.40
0.15 -0.19 -0.30
-0.07 0.23 0.02
-0.16 0.06 0.06
0.13 -0.32 -0.06
-0.28 1.34 0.17
0.06 -0.62 -0.31
0.39 -0.46 0.03
-0.52 -0.26 0.92
0.12 1.33 -0.09
0.59 -0.12 0.15
0.18 0.11 -0.39
-0.18 0.03 -0.31
0.00 -0.05 -0.01
0.12 -0.53 0.08
-0.03 -0.47 -0.21
-0.46 0.05 0.04
-0.04 0.28 0.03
-0.10 -0.21 -0.21
0.38 0.00 -0.58
-1.32 0.28 1.06
0.40 -0.16 -0.16
0.23 0.08 -0.19
0.12 0.26 -0.14
0.13 0.28 0.35
0.73 -0.10 -0.05
-0.02 -0.23 0.16
-0.01 0.04 0.05
0.03 0.12 -0.09
-0.18 -0.07 -0.39
-0.10 -0.20 0.06
-0.03 -0.15 -0.06
-0.12 0.04 0.02
-0.27 -0.15 0.05
-0.07 0.34 0.15
0.15 -0.27 0.50
-0.23 -0.20 -0.51
0.05 0.21 0.08
-0.21 0.63 -0.94
0.73 0.36 0.75
0.00 -0.14 -0.39
0.11 -0.20 0.29
-0.07 -0.37 0.23
-0.33 -0.12 -0.26
-0.26 0.10 -0.07
-0.01 -0.19 -0.16
0.19 -0.12 0.20
0.00 0.01 0.08
-0.03 0.06 0.05
0.32 -0.07 -0.16
-0.27 0.16 -0.63
-0.11 -0.16 1.05
0.00 0.12 -0.53
0.36 0.08 0.27
-0.15 0.12 -0.33
0.18 -0.03 0.21
-0.13 -0.13 -0.08
0.00 0.05 -0.09
-0.21 -0.15 0.07
0.02 -0.02 0.08
-0.08 0.01 0.17
0.08 0.04 0.10
-0.30 -0.03 -0.19
0.43 -0.32 0.11
0.30 0.09 0.01
0.31 0.62 -0.51
-0.33 -0.56 0.18
-0.04 0.06 0.04
-0.23 0.07 -0.11
-0.24 -0.06 0.10
-0.09 -0.13 0.22
0.05 0.06 -0.01
0.10 0.18 0.02

The value obtained for the LUMO energy is 0.0089 hartree. The value obtained for the HOMO energy is -9.27 eV. Its charge is 0. For the gap between HOMO and LUMO, the calculation gives 9.5 eV.